Entry 1:
DFT (the ωB97M-V functional and the def2-TZVPD basis) results for one molecule with the formula C6H8O2 at a distorted geometry.

Each line ends with the natural charge from an NBO analysis.
Element x y z (Å)
1 C -0.62695 -2.04341 -0.68839  -0.40
2 C -0.28411 -0.75598 -0.53642  0.05
3 C 0.70131 -0.06483 -1.39125  -0.43
4 C 1.00094 -0.30347 0.02499  -0.38
5 C 1.16327 0.84208 0.96009  0.80
6 O 2.30389 1.14582 1.29082  -0.56
7 O 0.10310 1.52051 1.48220  -0.51
8 C -1.25948 1.41343 1.05664  -0.25
9 H 0.09361 -2.80356 -0.97468  0.19
10 H -1.65107 -2.35865 -0.51735  0.20
11 H 1.20331 -0.66101 -2.14305  0.22
12 H 0.40461 0.92408 -1.71843  0.23
13 H 1.70143 -1.10453 0.24576  0.25
14 H -1.81422 2.22627 1.53508  0.20
15 H -1.34953 1.55457 -0.02273  0.19
16 H -1.69013 0.46869 1.39672  0.19

As for the electronic energy: -10441.3452 eV. The value obtained for the energy above the lowest of the compared OMol25 structures with the same formula, charge and spin is 519.20 kJ/mol. The orbital gap (spin up / spin down) comes out at 8.97 / 7.15 eV. As for the charge: 0.

---

Entry 2:
DFT (the ωB97M-V functional and the def2-TZVPD basis) results for C47H54BiN2O4PS3Se2 as an isolated structure at a distorted geometry.

Each line ends with the Löwdin charge.
Element x y z (Å)
1 Bi 1.40075 -1.14205 -0.32331  1.77
2 C -5.84330 0.02330 -1.46324  -0.08
3 C -5.02245 0.44564 -2.69005  -0.55
4 C -4.69422 1.95088 -2.46295  -0.05
5 C -5.96898 0.23836 -3.88160  -0.08
6 C -3.66935 -0.20434 -2.84560  -0.19
7 C -2.93856 -0.28936 -1.62095  0.01
8 C -1.62713 -0.69103 -1.37323  -0.25
9 N -0.78926 -0.24245 -0.39662  -0.09
10 C -0.87254 1.05142 0.10310  -0.20
11 C -1.94976 1.75134 0.73629  0.01
12 C -1.86272 3.10065 1.13645  -0.19
13 C -0.59846 3.75503 1.08536  -0.03
14 C 0.52851 3.15833 0.57523  -0.13
15 C 0.39738 1.75113 0.33884  -0.31
16 O 1.49624 1.03056 0.37437  -0.35
17 C 1.84279 3.92326 0.50410  -0.52
18 C 1.75151 5.44204 0.68819  -0.10
19 C 2.38705 3.72647 -0.97151  -0.03
20 C 2.74213 3.39420 1.65337  -0.05
21 C -3.03644 3.97202 1.61899  -0.51
22 C -3.11049 3.99648 3.19898  -0.04
23 C -4.39258 3.37157 1.07932  -0.06
24 C -2.87352 5.40773 1.07588  -0.07
25 C -1.08335 -1.85353 -2.12788  -0.37
26 O 0.02382 -2.37880 -1.91311  -0.16
27 C -2.24798 -1.66009 -4.36605  -0.24
28 C -3.19751 -0.70614 -4.09228  0.00
29 C -1.75666 -2.06808 -5.71106  -0.54
30 C -0.58209 -3.00782 -5.57706  -0.08
31 C -2.86278 -2.90792 -6.42094  -0.06
32 C -1.21058 -0.88749 -6.58420  -0.05
33 H -6.70835 0.66009 -1.29441  0.07
34 H -5.22475 0.13691 -0.56668  0.06
35 H -6.15504 -1.03817 -1.44530  0.09
36 H -5.60675 2.54949 -2.56889  0.07
37 H -4.01505 2.23993 -3.24986  0.08
38 H -4.14601 2.20758 -1.56673  0.05
39 H -6.79647 0.95368 -3.72946  0.07
40 H -6.41789 -0.78499 -3.97675  0.09
41 H -5.59914 0.45301 -4.90569  0.07
42 H -3.56476 0.10979 -0.81062  0.07
43 H -2.91168 1.28787 0.98698  0.09
44 H -0.53383 4.74331 1.47386  0.07
45 H 1.01740 5.92731 0.06006  0.07
46 H 2.76498 5.87648 0.53071  0.08
47 H 1.49726 5.68473 1.71256  0.06
48 H 1.72044 4.29484 -1.63006  0.08
49 H 2.42293 2.64110 -1.18944  0.07
50 H 3.45630 4.03055 -1.05375  0.08
51 H 2.25386 3.56861 2.62318  0.08
52 H 3.73564 3.89820 1.61631  0.07
53 H 2.79926 2.30540 1.46795  0.07
54 H -3.19565 3.03159 3.59432  0.05
55 H -3.96968 4.62226 3.45292  0.07
56 H -2.18751 4.43703 3.58937  0.07
57 H -4.39436 2.31009 1.41647  0.07
58 H -4.46412 3.55910 0.02012  0.06
59 H -5.27759 3.77678 1.56613  0.06
60 H -2.07963 5.91383 1.68646  0.08
61 H -3.79923 5.96985 1.19801  0.07
62 H -2.59298 5.47105 0.04548  0.08
63 H -3.69194 -0.37798 -5.00578  0.09
64 H -0.86067 -3.93117 -5.10026  0.08
65 H 0.28705 -2.61134 -5.00971  0.10
66 H -0.14254 -3.28764 -6.56370  0.09
67 H -3.26414 -3.67255 -5.73895  0.09
68 H -2.42563 -3.36027 -7.31418  0.06
69 H -3.73182 -2.30703 -6.80811  0.08
70 H -0.18890 -0.55866 -6.22300  0.10
71 H -1.90681 0.00214 -6.68553  0.09
72 H -1.08568 -1.31692 -7.59275  0.06
73 Se 6.62097 -1.07483 6.98465  0.29
74 P 1.42021 -4.16991 0.90455  0.31
75 Se 3.28634 -3.58847 -0.17588  0.14
76 C 1.95440 -4.48314 2.58325  -0.33
77 C 2.85893 -5.54541 2.94724  -0.10
78 C 3.38597 -5.64529 4.20603  -0.10
79 C 3.28945 -4.49992 5.05715  -0.08
80 C 2.33824 -3.50239 4.75638  -0.09
81 C 1.67853 -3.48368 3.51089  -0.08
82 C 0.75973 -5.48961 -0.07975  -0.34
83 C 0.05373 -6.47138 0.64368  -0.10
84 C -0.40945 -7.60550 -0.02654  -0.11
85 C -0.04778 -7.80729 -1.38371  -0.08
86 C 0.82257 -6.85448 -2.02641  -0.07
87 C 1.05634 -5.60665 -1.44259  -0.11
88 H 3.17788 -6.25984 2.22521  0.09
89 H 3.91692 -6.53336 4.53300  0.09
90 H 3.98416 -4.27743 5.89775  0.10
91 H 2.12476 -2.72374 5.47289  0.09
92 H 1.19450 -2.53177 3.21022  0.12
93 H -0.13199 -6.34236 1.72941  0.11
94 H -1.09800 -8.24133 0.50079  0.08
95 H -0.36437 -8.72768 -1.96409  0.10
96 H 1.33392 -7.12366 -2.96795  0.10
97 H 1.50726 -4.75395 -1.95811  0.07
98 S 6.30173 0.05855 5.11071  0.52
99 C 6.67927 1.70639 5.52749  -0.62
100 C 6.79633 2.81579 4.63569  -0.07
101 C 6.96007 4.10173 5.16010  -0.10
102 C 7.06191 4.27603 6.52223  -0.13
103 C 7.04479 3.23732 7.41663  -0.15
104 C 6.89744 1.94924 6.91889  -0.70
105 S 7.34094 0.71218 8.00927  0.49
106 H 6.78850 2.59314 3.57660  0.11
107 H 7.03872 4.98108 4.47582  0.12
108 H 7.35132 5.27346 6.93544  0.12
109 H 7.32134 3.39562 8.50035  0.12
110 S 3.58179 0.73552 -4.15593  0.46
111 C 2.50093 0.18444 -3.15743  -1.05
112 N 1.50239 -0.21733 -2.60617  -0.07
113 O 0.45605 -3.01767 0.92988  -0.57
114 O -1.73274 -2.30962 -3.29573  0.01

As for the electronic energy: -239111.5255 eV. The value obtained for the energy above the lowest of the compared OMol25 structures with the same formula, charge and spin is 0.00 kJ/mol. The orbital gap comes out at 2.26 eV. As for the charge: -2.

---

Entry 3:
DFT (the ωB97M-V functional and the def2-TZVPD basis) results for C23H33As3N4SSn as an isolated structure at a distorted geometry.

Each line ends with the natural charge from an NBO analysis.
Element x y z (Å)
1 Sn -1.58834 -2.11954 -0.82166  1.56
2 C 2.74448 -0.66978 -1.70636  -0.94
3 As 2.85650 0.09822 0.08273  1.06
4 C 4.47968 -1.17186 0.37971  -0.81
5 C 3.52680 1.88633 -0.57545  -0.67
6 C 2.83612 3.13094 0.05904  -0.10
7 C 3.52405 4.28977 -0.70736  -0.61
8 C 1.35725 3.30042 -0.31252  -0.70
9 As -0.03216 1.92107 0.09426  0.92
10 C -1.56008 2.72755 -0.92543  -0.89
11 C -0.74991 2.52795 1.83931  -0.91
12 C 2.93983 3.02333 1.60357  -0.67
13 As 2.77726 4.64617 2.86358  1.35
14 C 4.78557 4.79349 2.90467  -0.92
15 C 2.50402 6.27223 1.70536  -0.87
16 H 3.69244 -0.88416 -2.16775  0.27
17 H 2.03845 -0.01256 -2.26162  0.23
18 H 2.17404 -1.59460 -1.47827  0.22
19 H 5.34167 -0.78873 -0.15396  0.26
20 H 4.26087 -2.15888 -0.02825  0.25
21 H 4.68673 -1.24072 1.45770  0.25
22 H 3.39517 1.92757 -1.65816  0.26
23 H 4.62099 1.86328 -0.36126  0.27
24 H 3.89187 3.92980 -1.69049  0.25
25 H 4.38361 4.64593 -0.20985  0.23
26 H 2.81988 5.14623 -0.83903  0.23
27 H 1.30112 3.43891 -1.42026  0.26
28 H 0.96446 4.19339 0.21111  0.23
29 H -1.73455 3.74448 -0.55014  0.26
30 H -2.44429 2.08992 -0.85759  0.23
31 H -1.28222 2.86518 -1.95687  0.25
32 H -0.95353 3.55588 1.66513  0.24
33 H -0.03338 2.32176 2.62765  0.23
34 H -1.71955 2.05504 2.04772  0.26
35 H 3.91552 2.60871 1.89845  0.25
36 H 2.16109 2.32604 1.95976  0.23
37 H 5.13953 5.22161 3.84940  0.29
38 H 5.12903 5.50776 2.14076  0.28
39 H 5.26738 3.80297 2.80317  0.25
40 H 1.61310 6.08846 1.13528  0.23
41 H 3.33754 6.49772 1.06305  0.27
42 H 2.38389 7.08008 2.44633  0.28
43 S -7.06900 -7.55646 -0.59665  1.05
44 N -7.11708 -5.88374 -0.85852  -0.52
45 C -5.87771 -5.43258 -0.81619  0.10
46 C -5.51855 -4.01196 -0.85762  -0.05
47 C -6.42284 -2.93237 -0.85326  0.01
48 C -5.96255 -1.59498 -0.87424  -0.23
49 C -4.60708 -1.38152 -0.79776  0.10
50 N -3.68080 -2.41471 -0.82721  -0.74
51 C -4.13070 -3.77773 -0.80680  0.19
52 C -3.12219 -4.82442 -0.67196  0.22
53 N -1.78276 -4.42454 -0.68533  -0.65
54 C -0.87815 -5.41608 -0.56751  0.10
55 C -1.12762 -6.75253 -0.48333  -0.22
56 C -2.45944 -7.15347 -0.55157  -0.01
57 C -3.45070 -6.17563 -0.62143  -0.07
58 C -4.87658 -6.43530 -0.63012  0.10
59 N -5.44078 -7.65256 -0.46370  -0.54
60 H -7.50111 -3.14431 -0.90153  0.29
61 H -6.69387 -0.80468 -0.96444  0.29
62 H -4.14066 -0.38992 -0.80371  0.22
63 H 0.13577 -5.07075 -0.56229  0.22
64 H -0.27495 -7.45808 -0.43139  0.29
65 H -2.75261 -8.19905 -0.52890  0.29

As for the electronic energy: -229486.1749 eV. The value obtained for the energy above the lowest of the compared OMol25 structures with the same formula, charge and spin is 0.00 kJ/mol. The orbital gap (spin up / spin down) comes out at 4.91 / 4.81 eV. As for the charge: +4.